Density functional theory data (ωB97M-V/def2-TZVPD) for C52H112N6O6 as an isolated structure at a distorted geometry.

Calculated values
Strongest force on any atom ... 0.2444 Eh/bohr
Kohn-Sham gap ... 5.13 eV
Total charge ... +6
Molar mass ... 917.5 g mol⁻¹
Energy ... -76850.3829 eV

```
176
Properties=species:S:1:pos:R:3:forces:R:3:lowdin_charge:R:1
C 0.7047 5.0609 -1.0992 -1.0372 1.4204 0.7809 0.041
C 0.0755 4.3411 0.1555 -0.1655 -0.5641 -1.6251 -0.344
C 1.1349 4.0305 1.1979 0.2019 0.8880 0.1537 -0.168
C 1.4977 5.2412 2.0918 1.1155 -0.3415 -1.3953 -0.105
C 0.2684 5.7589 2.7667 2.7709 2.3577 -0.7535 -0.162
C -0.8663 6.2114 1.8293 -0.3571 -0.7100 2.5172 -0.357
N -1.0538 5.2208 0.6959 -5.6778 1.0398 -4.6140 0.137
O -2.2455 5.2771 -0.0315 7.7571 -0.6173 4.7404 0.192
C -0.5540 7.6484 1.3547 -0.1640 0.7010 -0.7122 0.046
C -2.1718 6.0874 2.7294 -0.1196 1.1742 -1.0988 0.050
C -0.4083 2.9797 -0.3577 -1.3276 5.5656 -1.5407 -0.076
H 1.5768 4.5292 -1.4799 -2.0471 0.1329 -0.2064 0.040
H 1.0349 6.0214 -0.7038 0.4229 0.1405 -0.4528 0.100
H 0.0504 5.2842 -1.9419 -0.5361 -0.2865 0.3442 0.128
H 1.9557 3.5438 0.6711 -0.4752 1.1378 -0.0374 0.065
H 0.8068 3.2156 1.8432 0.2358 0.1044 -0.3042 0.082
H 1.9769 6.0368 1.5214 -0.0434 0.0631 -0.5251 0.130
H 2.3321 4.9210 2.7158 -0.4710 0.1396 0.8689 0.137
H 0.5442 6.4281 3.5817 -0.1896 1.2088 -0.7256 0.180
H 0.0239 4.9077 3.4022 6.7208 6.9403 -8.0365 -0.068
H 0.2958 7.7255 0.6764 -0.1300 -0.4102 -0.3026 0.092
H -0.2165 8.2873 2.1708 -0.2876 -0.4922 0.5503 0.124
H -1.4051 8.1737 0.9215 -0.1275 -0.3550 -0.2128 0.118
H -2.3461 5.0779 3.1017 0.0845 0.7689 -0.5924 0.043
H -3.0161 6.4773 2.1608 -0.1670 -0.3756 -0.0216 0.110
H -2.1157 6.7639 3.5823 0.4879 0.0255 0.0213 0.132
H -1.1308 3.1565 -1.1545 -0.3167 0.0996 -0.0837 0.142
H -0.9065 2.4033 0.4218 0.0872 4.6723 -1.1230 0.012
H 0.3831 2.4478 -0.8858 0.4736 0.9203 0.7177 0.106
C 6.4449 1.9590 -0.6900 0.4824 -0.0003 -0.5034 0.043
C 4.9275 2.0289 -1.0460 -0.2610 -0.3617 0.9485 -0.311
C 4.1510 2.4355 0.2849 4.7700 6.1689 -0.8456 -0.121
C 4.0535 3.9173 0.6426 1.2739 1.9021 -1.9555 -0.090
C 3.5960 4.7093 -0.6759 1.6115 -1.6262 2.3596 -0.099
C 4.5615 4.5501 -1.8577 -0.3147 1.9627 -0.6530 -0.387
N 4.7094 3.0600 -2.1257 -0.3149 -2.6257 -6.9641 0.128
O 4.6206 2.5730 -3.4231 0.5995 3.3146 8.6210 0.204
C 5.9693 5.2386 -1.6594 0.6915 -0.8405 -0.6422 0.043
C 3.8589 5.2240 -3.0836 0.5649 -0.7216 -0.2207 0.010
C 4.3959 0.6103 -1.4658 1.4073 3.8585 -0.7398 -0.040
H 6.7472 1.0862 -0.1114 -0.7992 -0.5696 -0.1809 0.117
H 6.8477 2.7338 -0.0376 -0.3509 0.6256 -0.5249 0.102
H 6.9856 1.8784 -1.6330 0.2958 0.2541 0.1199 0.119
H 4.6472 2.0081 1.1562 -0.0007 -0.7687 -0.1123 0.187
H 3.0817 2.2245 0.2708 1.9880 6.2061 -2.1281 0.000
H 5.0035 4.3027 1.0128 0.3723 0.0600 -0.3997 0.138
H 3.3984 4.2554 1.4455 0.2332 -1.0337 -0.1261 0.078
H 3.4819 5.7292 -0.3085 0.1830 0.2803 -0.8743 0.151
H 2.6206 4.3538 -1.0079 2.0062 -0.2202 0.8277 0.036
H 6.6042 4.9364 -0.8266 -0.5712 -0.2017 0.3099 0.087
H 5.9222 6.3276 -1.6610 -0.7104 -0.0513 0.1565 0.121
H 6.5839 5.0156 -2.5315 -0.0880 -0.0959 -0.2309 0.110
H 3.7415 6.3063 -3.0294 0.4839 -0.0079 0.6004 0.122
H 2.8405 4.8562 -3.2093 0.0651 -0.3860 -0.1772 0.084
H 4.4448 5.0215 -3.9802 -0.2304 0.0396 -0.0956 0.106
H 4.4388 0.0233 -0.5484 2.1273 2.5215 -1.3528 0.028
H 4.8702 0.1481 -2.3316 0.4933 0.0809 0.2632 0.140
H 3.3417 0.7055 -1.7257 0.2044 0.0452 -0.3043 0.090
C -1.5130 -1.4675 -0.2958 -0.1981 2.9693 1.2172 -0.018
C -0.5525 -0.5367 0.4753 -0.0756 -2.0813 0.4523 -0.242
C -0.5376 -1.0051 1.9789 3.6701 1.3093 -0.0964 -0.074
C 0.6330 -0.3832 2.7965 3.3621 -2.2666 -4.1065 -0.186
C 1.9060 -0.8526 2.0433 0.2528 0.5301 1.6199 -0.065
C 2.0885 -0.3563 0.5802 0.1120 -2.8162 -0.3618 -0.293
N 0.8190 -0.7980 -0.1660 0.5732 1.9202 -6.0286 0.146
O 0.8622 -0.8972 -1.5757 0.1735 2.4216 9.1454 0.023
C 3.3586 -1.1009 -0.0106 -1.9949 -2.1654 0.8699 -0.038
C 2.2670 1.1680 0.3975 -6.5747 -5.7404 0.2080 -0.040
C -0.8239 1.0140 0.2763 0.5237 -7.6166 -1.4074 -0.141
H -1.3847 -2.5180 -0.0348 0.5864 2.8405 -0.4834 0.004
H -1.4853 -1.2463 -1.3628 0.6094 1.1846 2.8093 0.049
H -2.5468 -1.2621 -0.0181 0.1943 0.2181 0.0077 0.099
H -0.4779 -2.0905 2.0597 0.4049 -0.0857 -0.2642 0.135
H -1.4924 -0.7859 2.4567 2.1923 0.0726 -0.8484 -0.004
H 0.5759 -0.5651 3.8697 0.9549 -0.8498 -0.4033 0.147
H 0.6959 0.7045 2.7626 2.4687 -0.8370 -1.5494 0.081
H 1.9213 -1.9367 2.1559 0.4815 -0.0571 -0.5936 0.140
H 2.7407 -0.4481 2.6156 0.4702 -0.2178 -0.1995 0.143
H 4.2335 -0.8549 0.5911 -0.2941 -0.2615 0.7801 0.130
H 3.6841 -0.8154 -1.0109 -2.3624 -2.5581 0.7248 0.023
H 3.2808 -2.1875 0.0255 -0.4362 0.0124 0.5030 0.109
H 3.3018 1.4775 0.5438 0.1007 -6.4207 2.7365 -0.020
H 1.6674 1.8462 1.0046 0.0535 -0.8395 0.1685 0.097
H 2.1763 1.4638 -0.6476 -0.6233 -0.4930 -0.0537 0.123
H -0.5835 1.2820 -0.7526 0.3609 -1.9152 0.4230 0.110
H -0.2968 1.5488 1.0663 0.4555 -2.0748 0.2593 0.087
H -1.9041 1.1558 0.2437 0.5431 -0.5598 -0.6193 0.109
C -4.4358 -6.6014 -2.9137 1.7521 1.2781 0.7084 0.026
C -3.9985 -5.9129 -1.5640 -1.4852 -2.6417 0.9060 -0.335
C -4.5714 -6.8197 -0.3822 0.1953 0.7899 -0.6560 -0.112
C -4.0807 -6.3944 0.9638 0.1371 0.4922 0.3475 -0.166
C -2.5679 -6.3971 1.0611 -0.4721 -0.3458 -0.0202 -0.109
C -1.8668 -5.5750 -0.0285 1.7137 -1.6748 0.7530 -0.372
N -2.4454 -5.8156 -1.3653 -0.3226 4.6102 -6.9792 0.221
O -1.8321 -5.3752 -2.5652 -6.8565 -3.4961 7.6872 0.087
C -0.4068 -6.1520 -0.1047 -0.0111 0.7011 -0.2215 0.020
C -1.7911 -4.0328 0.3235 0.3943 -3.5664 -0.5022 -0.017
C -4.6491 -4.4645 -1.4809 0.4589 0.1590 0.3449 0.033
H -4.0800 -5.8949 -3.6637 -0.5047 -0.3979 -0.5782 0.084
H -5.5149 -6.7545 -2.9233 0.1406 0.2264 0.0639 0.120
H -3.9239 -7.5565 -3.0314 -0.0803 -0.0001 0.0128 0.107
H -4.4148 -7.8952 -0.4650 0.1665 0.0544 -0.8050 0.147
H -5.6430 -6.6273 -0.4345 -0.0623 -0.3089 -0.0313 0.140
H -4.5041 -7.0597 1.7163 -0.0566 0.3082 0.1605 0.148
H -4.4456 -5.3743 1.0832 -0.1091 0.0898 0.7210 0.106
H -2.1604 -7.4081 1.0626 -0.2124 -0.1925 -0.3747 0.141
H -2.2159 -6.0320 2.0260 -0.0749 0.3778 -0.0018 0.140
H 0.1098 -5.5962 -0.8872 -0.1610 -0.6338 1.4872 0.017
H -0.3112 -7.2096 -0.3506 -0.6588 -0.0351 -0.0246 0.119
H 0.0710 -6.0564 0.8703 -0.0519 0.2947 0.0013 0.124
H -2.7594 -3.5516 0.4609 0.4848 -0.6363 -0.8183 0.057
H -1.1173 -3.6477 -0.4419 -0.4247 -1.1963 0.2726 0.061
H -1.2546 -3.9600 1.2696 -0.0076 -0.3581 0.0706 0.119
H -4.5496 -3.9478 -0.5264 0.6053 -0.1528 0.1022 0.060
H -5.7365 -4.5359 -1.5046 -0.0328 -0.7980 -0.4680 0.122
H -4.3691 -3.7835 -2.2847 0.3380 -0.2943 -0.1388 0.092
C 3.1825 -3.4326 -2.4323 -2.2709 -0.0158 -1.7494 -0.011
C 2.3056 -3.6401 -3.8226 1.2131 1.0856 1.8648 -0.095
N 0.7920 -3.9018 -3.6643 1.4712 0.4823 0.7464 -0.167
C 0.2884 -4.2266 -5.0712 -1.5201 0.4330 0.6838 0.042
C 0.6030 -5.0685 -2.6012 1.6937 0.1491 -1.9842 -0.192
C 1.1779 -6.4587 -3.0094 -0.3569 1.0019 0.5244 0.004
C 0.1720 -2.5353 -3.0537 -0.3799 -2.7725 -1.1975 -0.029
C -1.3025 -2.6693 -2.7290 -0.2124 -0.3066 -1.6314 -0.232
O -2.1016 -2.9735 -3.8362 -0.3377 -0.5609 0.4925 -0.168
C -2.5227 -1.8876 -4.6355 -0.1854 0.8104 -1.2773 -0.055
H 4.1510 -3.0270 -2.7249 0.2302 -0.8398 -0.0067 0.094
H 3.1297 -4.3332 -1.8205 0.8330 -0.0368 -0.2592 0.076
H 2.7694 -2.6349 -1.8149 -0.4182 -0.0966 -0.3778 0.002
H 2.7779 -4.3848 -4.4635 -0.3548 -0.3563 0.3540 0.132
H 2.4203 -2.7028 -4.3670 -0.3283 0.0273 -0.1259 0.122
H 0.0626 -3.2898 -5.5806 0.4418 0.0673 0.0061 0.108
H -0.6968 -4.6732 -4.9374 0.1757 -0.2936 -0.1503 0.102
H 0.9305 -4.8481 -5.6953 0.2676 0.0452 0.5861 0.123
H -0.4614 -5.2751 -2.4890 2.1632 0.9688 -0.3688 -0.018
H 0.9863 -4.6831 -1.6564 0.6198 0.4365 -0.6396 0.097
H 2.2461 -6.5837 -2.8318 -0.0266 0.0271 -0.6022 0.098
H 0.7931 -6.7105 -3.9976 0.6156 -0.0140 -0.2003 0.100
H 0.6831 -7.1893 -2.3695 0.0638 -0.0059 0.1169 0.079
H 0.3154 -1.7003 -3.7395 0.4921 -0.3376 -0.1927 0.150
H 0.6768 -2.3712 -2.1016 0.2899 -1.0331 -0.8378 0.073
H -1.6606 -1.7750 -2.2191 -0.1409 -1.3861 -3.1182 0.062
H -1.4063 -3.4403 -1.9656 -0.3099 0.0185 -0.6390 0.085
H -2.3221 -0.8973 -4.2265 0.3576 -0.0318 0.3843 0.097
H -3.5837 -1.8641 -4.8839 -0.2281 -0.6379 0.5864 0.107
H -2.0709 -1.9394 -5.6261 0.4141 -0.0115 0.0454 0.100
C -0.5571 3.6220 3.5326 -4.1856 -5.4280 1.4895 -0.029
C -1.9670 3.0779 3.9747 1.2610 -0.9251 0.9663 -0.079
N -2.2707 1.5734 3.6768 1.0077 0.3550 0.1291 -0.181
C -0.9582 0.7699 3.9489 -2.9864 1.6699 1.0994 -0.024
C -3.3655 1.1064 4.6305 -2.0860 1.9468 -0.6697 -0.081
C -4.6355 2.1326 4.6320 1.2983 -1.2590 -0.2452 -0.005
C -2.7204 1.5156 2.1883 -0.3639 -0.3085 1.8710 -0.038
C -3.4595 0.2345 1.7624 -0.5972 1.3737 0.6735 -0.122
O -2.7853 -0.8540 2.3226 -3.8835 2.2106 0.0451 -0.258
C -3.3947 -2.0466 2.2027 -1.6648 -2.6056 0.7666 -0.070
H -0.4577 3.7224 2.4518 -0.9466 -0.6161 0.8599 0.065
H 0.2566 3.0548 3.9845 0.0521 -0.1893 -0.2595 0.140
H -0.3867 4.6478 3.8594 -7.6501 -5.2814 8.3633 0.050
H -2.8213 3.6804 3.6660 0.2010 -0.5742 -0.2742 0.094
H -1.9777 3.1424 5.0627 0.0152 -0.1193 0.0990 0.150
H -0.4567 1.0970 4.8597 -0.4863 0.3346 0.2167 0.145
H -0.2466 0.8617 3.1284 -3.9371 2.0591 1.6764 -0.011
H -1.1126 -0.3068 4.0192 -1.1264 0.8364 0.6756 0.111
H -2.9779 1.0793 5.6489 0.2547 -0.2368 -0.2261 0.144
H -3.6762 0.1319 4.2539 0.0917 0.0636 0.4748 0.115
H -4.4041 3.0914 5.0960 -0.0380 -0.3070 0.3457 0.081
H -5.4484 1.6250 5.1514 0.1180 0.1836 0.2045 0.101
H -5.0178 2.3684 3.6388 0.1102 -0.2525 -0.2113 0.074
H -1.8742 1.5112 1.5013 -0.9536 1.0530 2.8476 0.040
H -3.3245 2.4173 2.0875 -0.2159 -0.3135 -0.4479 0.148
H -3.4005 0.2276 0.6741 -0.3338 -0.1914 -0.2042 0.128
H -4.5177 0.2458 2.0238 -0.0810 -0.0686 0.1749 0.157
H -3.4779 -2.4073 1.1775 -0.6561 0.6233 0.1992 0.065
H -4.3584 -2.0077 2.7104 -0.3278 -0.3169 -0.2496 0.137
H -2.8039 -2.7953 2.7305 0.1216 0.0348 0.1419 0.130
```
Positions in Å, forces in eV/Å.

Density functional theory data (ωB97M-V/def2-TZVPD) for C20H19Br4N3O5PTeV as an isolated structure at a distorted geometry.

Calculated values
Strongest force on any atom ... 0.0600 Eh/bohr
Kohn-Sham gap (spin up / spin down) ... 6.55 / 6.48 eV
⟨S²⟩ ... 2.02
Total charge ... 0
Molar mass ... 910.5 g mol⁻¹
Relative energy (zero: lowest compared OMol25 entry of this formula, charge and spin) ... 11.6 kcal per mole
Energy ... -358200.5132 eV
2S+1 ... 3

```
54
Properties=species:S:1:pos:R:3:forces:R:3:lowdin_charge:R:1
V 0.5306 -0.4227 -0.2032 -0.2858 1.6334 0.9504 0.997
Br -5.9804 -1.9085 1.4555 0.0059 -0.0238 0.0147 0.717
C -4.4132 -1.3305 0.5827 -0.0082 0.0902 -0.1629 -0.752
C -4.4967 -0.6896 -0.6549 -0.1475 -0.1005 0.1597 -0.756
Br -6.1728 -0.4186 -1.4823 0.0735 0.0306 0.0028 0.706
C -3.3286 -0.2670 -1.2946 0.2409 0.0624 -0.1459 -0.636
Br -3.3526 0.5681 -2.9864 0.0551 0.0149 0.0152 0.784
C -2.0988 -0.4655 -0.6965 -0.7642 -0.4482 0.5923 -0.388
O -0.9108 -0.1471 -1.2156 -0.5535 0.4831 -1.1825 -0.195
C -2.0051 -1.0878 0.5727 -0.2471 0.0965 -0.3094 -0.432
O -0.7931 -1.1986 1.0390 0.0427 -0.1019 0.3219 -0.161
C -3.1718 -1.5448 1.1845 0.0656 -0.0222 0.0486 -0.640
Br -2.9841 -2.4825 2.8119 0.0625 0.0654 -0.0426 0.772
N 3.0249 -1.9858 0.3526 -0.3466 0.0079 0.1276 0.148
C 3.3238 -0.7061 -0.0990 0.3723 0.2471 -0.4087 -0.296
C 4.4658 -0.0663 0.3801 0.0551 -0.0421 0.0132 0.008
C 4.7653 1.1923 -0.0944 -0.0968 -0.1239 0.0311 -0.026
C 3.9506 1.7707 -1.0620 -0.0388 0.0088 -0.0975 -0.030
C 2.8433 1.0717 -1.4799 0.1706 0.0403 -0.0913 -0.096
N 2.5138 -0.1385 -0.9993 0.4971 0.0174 0.1134 0.036
C 1.9930 -2.8100 -0.0671 0.0086 0.1039 -0.1407 -0.252
C 2.0765 -4.1840 0.1384 0.0014 -0.2651 -0.0226 0.013
C 1.0497 -4.9927 -0.3016 0.1297 0.2715 0.0706 -0.029
C -0.0257 -4.4123 -0.9693 0.0676 -0.0628 -0.0285 -0.023
C -0.0475 -3.0482 -1.1136 -0.1859 -0.1521 -0.0384 -0.056
N 0.9194 -2.2416 -0.6335 0.9167 -2.9256 -0.3414 -0.002
H 3.6887 -2.3993 0.9820 0.0611 0.0022 0.0604 0.150
H 5.0893 -0.5494 1.1209 -0.0100 0.0046 0.0039 0.119
H 5.6292 1.7192 0.2867 0.0048 0.0068 -0.0058 0.119
H 4.1565 2.7523 -1.4616 -0.0077 -0.0022 0.0021 0.117
H 2.1616 1.4738 -2.2150 -0.0258 0.0569 0.0610 0.116
H 2.9427 -4.5997 0.6356 0.0132 0.0147 -0.0246 0.120
H 1.0940 -6.0602 -0.1370 -0.0114 -0.0102 -0.0091 0.118
H -0.8417 -5.0107 -1.3452 -0.0129 0.0463 -0.0400 0.118
H -0.8717 -2.5532 -1.6075 -0.0192 0.0476 0.0750 0.130
C -0.3098 3.2832 -2.8123 0.0296 -0.1325 0.1070 -0.071
C -0.4399 3.4036 -1.3097 -0.2640 0.0798 -0.2522 -0.289
O 0.2755 2.3223 -0.7000 0.3329 -0.0405 0.2139 -0.343
P 0.3110 2.1575 0.9066 -0.5523 1.2673 0.4545 0.062
O 1.1998 0.9290 1.0723 -0.1940 -0.4893 -0.1891 -0.411
Te 0.9585 4.0921 2.0176 0.0693 -0.0085 0.0364 0.413
O -1.2175 1.7028 1.1513 0.4982 0.3622 -0.1553 -0.292
C -1.9928 2.1026 2.2905 -0.1863 -0.0359 0.3898 -0.290
C -1.6368 1.2968 3.5231 0.0981 -0.0866 -0.2007 -0.068
H -0.8608 4.0960 -3.2852 0.0153 0.0040 -0.0400 0.082
H -0.7253 2.3346 -3.1532 -0.0068 0.0028 -0.0094 0.049
H 0.7344 3.3439 -3.1249 -0.0031 0.0536 0.0128 0.071
H -1.4928 3.3489 -1.0203 0.0334 -0.0468 0.0673 0.122
H -0.0296 4.3480 -0.9486 0.0327 -0.0276 0.0793 0.075
H -3.0327 1.9477 1.9995 0.0452 -0.0260 -0.0504 0.122
H -1.8347 3.1667 2.4798 0.0121 0.0012 -0.1134 0.056
H -1.7824 0.2313 3.3501 -0.0196 -0.0203 -0.0193 0.040
H -2.2609 1.6052 4.3623 0.0142 0.0362 0.0134 0.083
H -0.5879 1.4606 3.7781 -0.0377 0.0352 0.0833 0.067
```
Positions in Å, forces in eV/Å.